# 1
C35H68BCl2FN3O6S | the ωB97M-V functional and the def2-TZVPD basis

Properties
LUMO: -2.27 eV
ΔE to the lowest compared entry with this formula, charge and spin: 8.075 eV
spin multiplicity: 1
net charge: +1
strongest force on any atom: 8.517 eV/Å
gap between HOMO and LUMO: 7.728 eV
E_tot: -3432.805706 hartree
HOMO energy: -10.0 eV

```
117
Properties=species:S:1:pos:R:3:forces:R:3
C 1.179201 -3.033171 -0.815273 -0.317 1.504 -1.086
C 0.721806 -1.789326 -1.417850 0.275 -2.537 2.027
C 1.769504 -0.636156 -1.596757 0.454 -1.198 -1.523
C 1.339726 0.931158 -1.447912 2.219 -0.624 -0.216
C 2.878212 1.504950 -1.477926 1.584 -1.079 0.446
N 3.131036 2.921293 -1.691481 -0.070 0.662 0.330
C 0.789279 1.221535 0.036386 0.136 0.332 0.784
C 1.214233 2.623463 0.696504 0.577 1.195 0.724
C 0.520214 2.997086 2.093960 -1.071 0.433 0.260
C 0.549896 4.613737 2.276858 0.631 -1.032 -0.291
Cl -0.815374 5.188540 3.376161 1.227 -0.472 -0.687
C 1.101770 0.157892 1.179736 -1.098 -0.601 1.742
C 2.537808 0.041298 1.810931 2.540 -4.711 -1.361
O 3.191656 -1.019943 1.594042 -2.707 4.257 0.908
Cl 3.397112 1.174716 2.951108 -1.189 -0.404 -0.911
O -0.683157 1.093889 -0.059446 0.693 2.046 -0.694
S -1.404535 2.393054 -0.791354 -8.374 0.395 1.503
O -2.754135 1.820936 -1.226882 4.681 0.464 0.363
O -1.783366 3.540789 0.095264 3.139 -2.230 -1.531
C -0.432626 2.814226 -2.318753 0.595 1.006 -2.299
F -1.529899 3.077313 -3.253816 1.609 -1.382 1.438
C 0.255205 4.229079 -2.420242 -0.203 2.654 0.139
C -0.720544 5.488133 -2.030679 0.877 0.023 1.490
C -0.284131 6.851719 -2.756790 -1.049 -0.496 0.629
C -0.760844 6.957966 -4.285680 1.102 0.859 0.613
O -1.759967 8.023104 -4.378089 -0.221 -2.065 -0.242
C -3.090368 7.502142 -4.163147 -1.333 0.471 -0.175
C 0.431776 1.500364 -2.696476 -0.513 -0.072 -0.794
C -0.572385 0.353525 -3.310558 1.735 -1.004 -0.706
C -1.314862 0.574052 -4.685043 -2.770 -0.174 -0.569
C -2.891916 0.203578 -4.430594 0.195 -0.137 -1.294
C -3.201275 -1.352263 -4.702933 -1.105 0.533 0.313
B 1.320874 1.690744 -4.077480 -0.043 1.263 -1.587
O 0.961640 2.674397 -5.113408 0.716 -0.354 2.269
N 2.456491 0.818322 -4.512388 0.214 -0.157 -0.872
C 3.612510 1.589044 -5.060693 1.199 0.315 -0.551
C 2.050356 -0.119370 -5.625340 -0.911 -1.146 -0.150
H 0.805868 -3.395412 0.212127 -0.642 -0.296 -2.423
H 1.987508 -3.657798 -1.336906 -0.083 1.683 1.672
H -0.403389 -1.779921 -1.654997 1.626 1.077 1.492
H 2.302224 -0.833693 -2.608782 -0.869 0.950 1.311
H 2.615334 -0.836115 -0.835810 -1.632 0.399 -1.065
H 3.539773 0.911898 -2.218740 -1.564 0.661 1.024
H 3.349724 1.230642 -0.455000 -0.890 0.303 -1.512
H 3.667113 3.361328 -0.927999 -0.474 -0.391 -0.850
H 3.524500 3.189728 -2.598080 -0.103 -0.461 0.683
H 1.019421 3.540916 0.053131 0.129 -1.524 0.342
H 2.352035 2.671744 0.900158 -1.795 -0.414 -0.586
H -0.565058 2.603663 2.136799 1.659 0.885 -0.248
H 1.031030 2.583373 3.021922 -0.422 0.324 -1.396
H 1.581527 4.846120 2.732472 -1.820 0.067 -0.521
H 0.425835 5.173894 1.295609 0.054 -0.842 1.292
H 0.392531 0.376155 2.075786 1.167 0.319 -1.497
H 0.765433 -0.926291 0.967459 1.037 1.768 -0.358
H 1.185048 4.439465 -1.816797 -0.997 -1.002 -0.631
H 0.541841 4.522888 -3.501879 -0.551 -1.469 1.521
H -1.825990 5.255113 -2.113593 1.391 0.322 -0.216
H -0.517875 5.658171 -0.903865 -0.614 -0.215 -1.676
H -0.827393 7.700899 -2.191867 0.887 -1.269 -0.972
H 0.829039 7.031042 -2.583877 -1.339 -0.324 -0.512
H 0.146052 7.294515 -4.897967 -1.438 -0.361 0.614
H -1.140513 5.971467 -4.714264 0.339 1.210 0.646
H -3.223572 6.446785 -4.592265 0.325 1.360 0.778
H -3.426629 7.554516 -3.057657 0.759 -0.328 -1.579
H -3.836206 8.167840 -4.737712 1.289 -0.875 0.839
H -1.291547 -0.004499 -2.505491 0.954 0.427 -1.134
H 0.171312 -0.473408 -3.647492 -1.246 0.922 1.402
H -1.339671 1.594463 -5.170254 0.520 -1.006 1.046
H -1.028484 -0.151547 -5.541670 0.123 1.045 1.672
H -3.261014 0.536810 -3.407554 0.666 -0.444 -1.253
H -3.485248 0.796191 -5.213512 0.693 -0.845 1.148
H -2.726134 -2.045349 -3.929318 -0.379 0.892 -1.187
H -2.973712 -1.673002 -5.785608 -0.037 0.515 1.771
H -4.340618 -1.473619 -4.577327 1.668 0.018 -0.179
H 1.564979 3.447919 -5.059099 -0.617 -0.702 -0.305
H 3.720470 2.645080 -4.643015 -0.250 -1.301 -0.418
H 4.604825 1.044688 -4.831324 -1.543 0.752 -0.223
H 3.570290 1.676274 -6.209939 -0.072 0.118 1.715
H 1.639191 -1.101658 -5.180410 0.511 1.483 -0.711
H 1.247589 0.339537 -6.309397 1.120 -0.591 0.932
H 2.921583 -0.416069 -6.300898 -0.989 0.537 1.203
C -3.684265 -3.301305 5.482228 -0.087 -0.023 0.022
C -3.153099 -4.472345 6.298077 -0.188 -0.139 -0.131
C -1.664966 -4.390679 6.633984 -0.255 -0.111 0.259
C -0.655831 -4.092040 5.527204 0.145 -0.116 0.335
N -0.324088 -5.140194 4.464409 0.067 -0.089 -0.767
C 0.467085 -6.325510 5.015056 -0.040 0.285 0.167
C -0.574952 -7.322253 5.475544 0.068 -0.223 0.522
C -1.717209 -7.172660 4.487782 -0.568 -0.383 -0.142
C -1.550188 -5.810410 3.824133 0.110 0.121 -0.172
C 0.459699 -4.446174 3.328180 0.312 -0.196 0.259
C 1.852071 -3.915272 3.677571 -0.085 0.285 -0.052
C 1.926197 -2.620164 4.481148 0.252 0.105 0.211
H -3.141287 -3.162963 4.543957 -0.041 0.048 -0.011
H -4.732509 -3.471378 5.226988 0.089 0.103 0.026
H -3.620661 -2.370975 6.050074 0.015 0.012 -0.077
H -3.386757 -5.410061 5.791981 -0.011 -0.022 -0.001
H -3.710572 -4.511924 7.239029 0.142 -0.047 -0.041
H -1.365030 -5.267250 7.211310 0.033 0.015 -0.073
H -1.562906 -3.559409 7.345424 0.231 -0.003 -0.239
H 0.287501 -3.909795 6.039791 0.001 0.050 -0.263
H -0.933918 -3.178053 5.000324 0.012 -0.180 -0.102
H 1.048770 -6.743878 4.189579 -0.024 0.210 0.040
H 1.137057 -5.985541 5.809183 -0.071 0.013 -0.241
H -0.911116 -7.106491 6.490299 0.092 0.016 -0.089
H -0.181951 -8.340856 5.494307 0.073 0.165 -0.051
H -2.685463 -7.280618 4.978407 0.086 0.059 -0.042
H -1.671162 -7.958236 3.729289 -0.003 0.146 0.038
H -2.408535 -5.148020 3.888653 0.101 0.047 0.162
H -1.340447 -5.962925 2.763223 0.159 0.265 0.172
H -0.184575 -3.652002 2.937145 0.018 -0.104 0.152
H 0.580353 -5.196694 2.541578 -0.174 -0.015 0.204
H 2.341213 -3.708413 2.718934 -0.180 -0.198 -0.035
H 2.459475 -4.684231 4.158779 -0.054 -0.093 -0.080
H 1.124381 -1.926931 4.213899 0.042 -0.006 0.031
H 2.878729 -2.120318 4.287508 -0.135 -0.036 -0.056
H 1.899009 -2.800586 5.555970 -0.108 0.125 -0.022
```
Forces are in eV/Å.



# 2
C3H7N3O3 | the ωB97M-V functional and the def2-TZVPD basis

Properties
LUMO: 0.03 eV
ΔE to the lowest compared entry with this formula, charge and spin: 4.853 eV
SMILES string: C[C@H](N[N+](=O)[O-])C(N)=O
spin multiplicity: 1
strongest force on any atom: 3.893 eV/Å
gap between HOMO and LUMO: 10.109 eV
E_tot: -508.381511 hartree
HOMO energy: -10.1 eV

```
16
Properties=species:S:1:pos:R:3:forces:R:3
C 0.808286 -1.730876 -0.332254 0.910 0.324 1.807
C 0.504211 -0.283344 -0.308370 -0.674 3.171 -1.277
N -0.730796 0.075067 0.421670 -1.642 -2.331 -0.733
N -0.646243 0.063054 1.797640 -0.172 -1.578 3.053
O -1.611665 -0.393549 2.465500 1.489 1.205 -2.088
O 0.399120 0.426173 2.321206 -0.798 0.216 -0.869
C 0.390780 0.435162 -1.750361 2.147 -1.896 -0.153
N -0.250447 1.584024 -1.977989 -0.064 3.492 -0.157
O 1.064913 -0.056977 -2.635719 -0.016 -0.541 -0.027
H 1.659802 -1.882499 -0.936228 1.312 -0.079 -0.430
H 0.117003 -2.408954 -0.740519 -1.558 -0.532 -0.284
H 1.041650 -1.946802 0.737181 -0.087 -0.498 -0.834
H 1.346642 0.269416 0.160234 -0.564 -0.326 -0.179
H -1.431992 -0.711680 0.183733 0.901 2.007 0.673
H -0.523889 2.103665 -1.110949 0.158 -0.467 -1.445
H 0.144593 2.191025 -2.844701 -1.341 -2.168 2.943
```
Forces are in eV/Å.



# 3
C16H33N3O3PS | the ωB97M-V functional and the def2-TZVPD basis

Properties
LUMO: -3.04 eV
spin multiplicity: 1
net charge: +1
strongest force on any atom: 1.465 eV/Å
gap between HOMO and LUMO: 10.800 eV
E_tot: -1758.682437 hartree
HOMO energy: -13.8 eV

```
57
Properties=species:S:1:pos:R:3:forces:R:3
O 3.669840 -0.738914 2.456188 0.171 0.343 -0.113
S 2.967935 0.491563 2.581762 -0.012 -1.424 0.344
O 2.045470 0.643829 3.669490 -0.247 0.593 -0.059
O 4.065526 1.630645 2.643471 -0.087 0.110 -0.318
C 2.093615 0.777999 1.075398 0.368 0.647 -0.256
C 1.355696 2.120861 1.027935 -0.523 -0.023 -0.230
C -0.150457 1.942624 0.797132 0.553 -0.615 0.176
C -0.740911 1.016400 1.891814 -0.145 0.356 -0.110
P -2.415354 1.463564 2.423767 0.377 -0.916 -0.221
H 3.647238 2.502441 2.683705 0.067 0.089 0.245
H 2.828315 0.742215 0.274228 0.132 -0.210 0.038
H 1.449827 -0.088822 0.963020 -0.075 -0.145 0.083
H 1.486173 2.708063 1.937417 0.181 0.015 0.061
H 1.735314 2.688873 0.181056 0.099 0.219 0.106
H -0.626421 2.918063 0.745751 -0.133 0.060 -0.010
H -0.252428 1.435936 -0.160940 -0.341 0.211 -0.170
H -0.122318 0.996643 2.791935 0.037 0.118 0.088
H -0.776190 -0.011594 1.532023 -0.147 -0.115 0.036
H -3.287503 0.403912 2.148636 -0.183 0.111 0.051
H -2.921014 2.585850 1.770721 0.007 0.102 0.145
H -2.429030 1.639576 3.805727 -0.204 0.239 -0.014
C 1.064466 5.121518 -4.165733 0.000 -0.006 0.042
C 1.988566 4.802071 -2.996443 -0.125 0.118 -0.119
C 2.451907 3.339306 -2.984792 -0.087 0.150 0.028
C 1.314852 2.423437 -2.871286 -0.025 -0.117 -0.027
N 0.407397 1.722906 -2.781707 0.112 0.010 0.181
H 0.143399 4.538773 -4.118643 0.015 -0.035 -0.011
H 0.786961 6.174315 -4.154940 0.014 0.012 -0.017
H 1.551101 4.912154 -5.119168 -0.003 0.001 -0.012
H 1.480243 5.029673 -2.056670 0.046 -0.025 0.037
H 2.871165 5.440365 -3.043587 0.055 -0.061 0.044
H 3.124654 3.154385 -2.145971 0.043 -0.049 -0.025
H 2.991580 3.100762 -3.902032 0.012 -0.029 -0.013
C -0.852137 -3.655268 -2.824454 0.004 0.049 -0.004
C -0.436416 -2.195897 -2.974593 -0.139 -0.192 -0.037
C 0.832281 -1.850796 -2.182908 -0.217 0.022 -0.147
C 0.625490 -2.074672 -0.753732 0.197 -0.110 0.172
N 0.462373 -2.269430 0.369112 -0.029 0.302 -0.195
H -1.098019 -3.897836 -1.788963 0.033 -0.005 0.013
H -1.735090 -3.863346 -3.426679 0.003 -0.011 -0.015
H -0.056822 -4.327205 -3.150250 0.000 -0.015 0.005
H -1.252568 -1.547562 -2.650492 0.046 0.077 -0.018
H -0.253439 -1.974781 -4.026048 0.056 0.078 0.018
H 1.096847 -0.803269 -2.334383 0.023 0.017 0.033
H 1.670637 -2.465035 -2.514315 0.032 -0.029 0.070
C -3.080033 -4.790898 3.646971 0.003 0.015 -0.046
C -2.220041 -4.493532 2.423958 -0.041 -0.133 0.197
C -2.226495 -3.010597 2.033295 -0.156 -0.397 -0.093
C -3.575274 -2.549866 1.700298 0.027 0.385 0.062
N -4.611001 -2.119042 1.447066 0.087 0.053 0.019
H -4.129876 -4.556932 3.464017 0.001 0.033 -0.001
H -3.021251 -5.846594 3.906736 0.012 -0.002 0.020
H -2.746976 -4.213717 4.511807 -0.002 -0.006 0.013
H -2.569595 -5.088888 1.579083 0.036 0.039 -0.054
H -1.189500 -4.790519 2.620647 0.038 0.065 -0.072
H -1.587952 -2.842287 1.168123 0.030 0.027 0.053
H -1.844740 -2.401447 2.856431 0.003 0.003 0.023
```
Forces are in eV/Å.



# 4
C18H23N3O4S | the ωB97M-V functional and the def2-TZVPD basis

Properties
LUMO: 0.63 eV
ΔE to the lowest compared entry with this formula, charge and spin: 2.985 eV
SMILES string: COc1ccc(-c2nnc(SCC(=O)N3CCC[C@H](C)C3)o2)c(OC)c1
spin multiplicity: 1
strongest force on any atom: 1.604 eV/Å
gap between HOMO and LUMO: 8.620 eV
E_tot: -1563.103159 hartree
HOMO energy: -8.0 eV

```
49
Properties=species:S:1:pos:R:3:forces:R:3
C -7.677926 -1.498662 0.236677 -0.110 -0.216 0.083
O -7.027703 -0.328648 -0.203485 0.220 0.267 -0.083
C -5.702248 -0.187432 0.042459 0.275 0.062 0.034
C -4.906614 -1.120109 0.704514 -0.414 -0.114 -0.045
C -3.567224 -0.851743 0.890340 0.150 0.410 -0.169
C -2.989651 0.329411 0.432470 -0.503 0.280 -0.261
C -1.586846 0.544616 0.667362 0.758 -0.626 0.464
N -0.779614 -0.280227 1.270592 -1.563 -0.284 -0.220
N 0.439471 0.286631 1.291475 0.995 1.065 -0.169
C 0.320909 1.439326 0.698603 0.272 -0.770 0.462
S 1.551189 2.611718 0.399467 0.252 0.303 -0.097
C 2.905699 1.908703 1.416904 -0.175 0.243 -0.049
C 4.174848 1.677766 0.601931 -0.333 0.080 0.083
O 5.123631 2.426680 0.748408 0.177 0.300 0.206
N 4.186682 0.652082 -0.268466 0.152 -0.148 -0.335
C 5.402751 0.369302 -1.006970 0.477 0.127 0.088
C 6.011791 -0.948940 -0.532635 -0.146 -0.008 -0.260
C 4.992347 -2.078097 -0.664673 0.086 0.149 0.407
C 3.711465 -1.721444 0.090660 -0.164 -0.111 -0.398
C 2.638694 -2.793562 -0.059270 0.179 0.220 0.126
C 3.184187 -0.375092 -0.424383 -0.155 -0.278 0.360
O -0.932942 1.670850 0.274946 0.195 0.059 0.028
C -3.792431 1.276933 -0.239673 -0.098 -0.423 0.186
O -3.182791 2.404160 -0.664153 -0.004 -0.233 0.115
C -3.941748 3.382960 -1.333970 -0.168 0.183 -0.134
C -5.137279 1.000710 -0.423210 -0.138 0.126 -0.095
H -7.628354 -1.599113 1.325059 0.011 0.001 -0.044
H -7.255579 -2.392427 -0.232315 -0.007 0.037 0.026
H -8.717293 -1.388582 -0.068216 0.072 -0.053 0.044
H -5.317045 -2.044768 1.074382 -0.064 -0.084 0.027
H -2.930686 -1.556393 1.400599 0.038 -0.094 0.059
H 3.142922 2.661675 2.168662 0.027 -0.172 -0.076
H 2.519208 1.008047 1.887328 0.031 -0.011 0.034
H 6.092068 1.198893 -0.844796 -0.112 -0.107 -0.116
H 5.155954 0.307163 -2.072599 0.009 0.012 0.006
H 6.903341 -1.168671 -1.121394 0.070 0.019 0.027
H 6.310928 -0.844257 0.512147 0.067 0.027 0.029
H 5.410357 -3.007449 -0.273441 -0.019 -0.084 -0.054
H 4.755920 -2.235530 -1.720196 -0.048 -0.058 -0.084
H 3.951440 -1.606312 1.153410 0.003 0.061 0.013
H 2.992776 -3.743583 0.333199 -0.002 -0.139 0.014
H 1.740990 -2.506504 0.482997 -0.156 -0.028 0.045
H 2.380235 -2.930122 -1.107420 -0.055 -0.047 -0.145
H 2.269331 -0.125035 0.105560 0.081 0.017 -0.098
H 2.950603 -0.463751 -1.492661 -0.066 -0.016 0.019
H -3.241456 4.183460 -1.566365 -0.094 -0.035 -0.005
H -4.369163 2.992303 -2.262466 0.009 0.011 0.046
H -4.742492 3.773103 -0.698510 0.026 -0.026 -0.028
H -5.792658 1.689977 -0.928885 -0.042 0.108 -0.065
```
Forces are in eV/Å.